[1]
Entry from the Open Molecules 2025 dataset: a cluster of 7 separate species, C40H86BrClFINO9 in total (ωB97M-V/def2-TZVPD).

The value obtained for the largest force on an atom is 2.27 eV/A. The multiplicity is 1. For the total energy, the calculation gives -5738.97766 Ha. As for the total charge: +1.

Atoms and positions in Å:
C  0.171  4.710  2.155
C  0.973  3.724  1.240
C  0.021  2.601  0.745
I  -1.406  3.644  -0.470
C  0.705  1.287  0.193
C  0.381  1.020  -1.323
C  -0.760  0.027  -1.639
C  -2.240  0.427  -1.685
C  -2.971  0.383  -0.327
C  -2.954  -0.627  -2.591
C  -2.902  -2.071  -2.040
C  -4.293  -2.587  -1.664
C  -4.592  -2.808  -0.383
C  -5.893  -2.298  0.203
C  -3.662  -3.521  0.579
C  2.222  1.323  0.411
N  2.771  0.682  1.647
C  1.849  -0.267  2.456
C  1.227  0.731  3.487
C  -0.021  0.681  4.367
C  -0.100  -0.224  5.603
Cl  -1.640  0.673  3.553
C  2.944  -1.088  3.219
Br  4.111  -2.310  2.199
C  2.557  -1.809  4.540
C  3.168  -1.092  5.784
C  0.939  -0.899  1.367
C  -0.217  -1.828  1.839
C  0.027  -2.993  2.788
F  -0.708  -2.885  3.959
C  1.607  -1.649  0.188
C  1.704  -3.178  0.178
C  0.614  -3.836  -0.638
O  0.389  -3.521  -1.759
O  -0.055  -4.822  -0.033
O  0.127  0.209  0.932
H  0.741  4.950  3.053
H  -0.770  4.270  2.491
H  -0.086  5.608  1.601
H  1.809  3.382  1.859
H  1.335  4.323  0.403
H  -0.535  2.298  1.630
H  0.383  1.931  -1.921
H  1.254  0.489  -1.731
H  -0.540  -0.316  -2.658
H  -0.700  -0.889  -1.058
H  -2.411  1.360  -2.218
H  -3.376  1.354  -0.036
H  -3.812  -0.307  -0.318
H  -2.304  0.102  0.493
H  -4.006  -0.318  -2.615
H  -2.604  -0.564  -3.621
H  -2.283  -2.202  -1.154
H  -2.563  -2.713  -2.864
H  -5.042  -2.770  -2.429
H  -6.048  -2.645  1.227
H  -6.751  -2.512  -0.442
H  -5.812  -1.209  0.266
H  -3.105  -4.319  0.097
H  -4.199  -3.878  1.456
H  -2.937  -2.775  0.953
H  2.661  0.773  -0.422
H  2.709  2.281  0.272
H  3.113  1.427  2.262
H  3.637  0.198  1.383
H  2.049  0.966  4.176
H  1.114  1.688  2.967
H  -0.052  1.664  4.833
H  -1.006  0.116  6.110
H  -0.283  -1.270  5.371
H  0.707  -0.027  6.305
H  3.658  -0.334  3.552
H  1.507  -2.053  4.655
H  3.059  -2.774  4.560
H  3.326  -0.027  5.629
H  2.510  -1.283  6.631
H  4.117  -1.561  6.034
H  -1.078  -1.278  2.212
H  -0.632  -2.234  0.913
H  1.066  -3.246  2.997
H  -0.360  -3.902  2.321
H  1.179  -1.397  -0.781
H  2.637  -1.291  0.093
H  1.877  -3.675  1.127
H  2.601  -3.428  -0.396
H  -0.714  -5.143  -0.673
C  -2.650  2.836  -6.204
C  -1.418  2.359  -5.462
O  -1.432  0.938  -5.308
H  -3.555  2.540  -5.670
H  -2.644  3.922  -6.313
H  -2.702  2.384  -7.198
H  -1.382  2.795  -4.464
H  -0.507  2.647  -5.998
H  -1.454  0.549  -6.189
C  -8.340  -5.193  3.717
C  -7.149  -4.984  2.802
O  -6.570  -3.694  3.001
H  -9.096  -4.427  3.538
H  -8.789  -6.174  3.558
H  -8.041  -5.113  4.765
H  -7.453  -5.043  1.758
H  -6.385  -5.747  2.983
H  -6.288  -3.637  3.921
C  6.805  1.061  -1.165
C  5.562  1.663  -1.794
O  4.779  2.363  -0.824
H  6.533  0.377  -0.358
H  7.392  0.514  -1.904
H  7.436  1.839  -0.727
H  4.924  0.884  -2.208
H  5.833  2.354  -2.597
H  5.318  3.068  -0.446
C  8.030  -0.162  2.849
C  7.532  -0.250  4.279
O  6.104  -0.210  4.326
H  7.680  0.760  2.380
H  9.120  -0.182  2.811
H  7.645  -0.994  2.253
H  7.899  0.590  4.866
H  7.875  -1.175  4.751
H  5.773  -0.959  3.818
C  -4.343  7.564  -7.532
C  -4.285  6.601  -6.361
O  -2.942  6.422  -5.910
H  -3.731  7.197  -8.357
H  -5.367  7.692  -7.883
H  -3.947  8.542  -7.247
H  -4.661  5.621  -6.653
H  -4.893  6.970  -5.529
H  -2.608  7.285  -5.639
C  1.681  -0.993  -4.879
C  2.721  0.026  -4.458
O  3.172  -0.225  -3.122
H  0.827  -0.970  -4.201
H  1.329  -0.796  -5.892
H  2.095  -2.005  -4.844
H  2.300  1.031  -4.474
H  3.582  0.002  -5.133
H  3.553  -1.111  -3.106

Atoms 1-6, force components in eV/Å:
0.17 -0.42 -0.14
-1.17 0.72 0.51
0.98 0.05 0.78
-0.03 -0.13 -0.11
-1.06 0.58 -0.62
1.12 -0.91 0.23

---

[2]
Entry from the Open Molecules 2025 dataset: a cluster of 8 separate species, C40H86F4N8O10S4 in total (ωB97M-V/def2-TZVPD).

The value obtained for the largest force on an atom is 12.88 eV/A. The multiplicity is 1. For the total energy, the calculation gives -4757.34011 Ha. As for the total charge: +2.

Atoms and positions in Å:
C  3.643  14.977  12.505
C  2.076  14.945  12.764
N  1.726  13.612  13.173
C  0.650  13.336  13.961
C  0.612  11.948  14.116
N  1.678  11.433  13.410
C  2.368  12.451  12.803
C  1.918  10.107  13.113
H  3.996  14.426  11.634
H  4.286  14.501  13.245
H  3.959  16.002  12.309
H  1.473  15.197  11.892
H  1.819  15.684  13.523
H  0.001  14.143  14.268
H  -0.113  11.295  14.579
H  3.249  12.474  12.179
H  1.046  9.472  13.271
H  2.558  9.710  13.900
H  2.255  10.031  12.079
C  -3.753  23.739  17.832
C  -5.009  22.826  18.112
C  -5.818  22.473  16.821
N  -7.272  21.882  16.966
C  -8.162  22.899  17.788
C  -7.196  20.547  17.798
C  -8.375  19.745  17.186
C  -8.453  20.153  15.757
C  -7.874  21.524  15.553
H  -3.018  23.074  17.379
H  -3.226  24.094  18.717
H  -4.004  24.545  17.142
H  -5.654  23.346  18.820
H  -4.698  21.915  18.624
H  -5.244  21.716  16.288
H  -6.049  23.335  16.195
H  -9.181  22.595  17.549
H  -7.959  23.920  17.465
H  -7.929  22.804  18.849
H  -7.265  20.647  18.881
H  -6.232  20.047  17.702
H  -9.253  19.769  17.832
H  -8.016  18.720  17.280
H  -9.464  20.154  15.349
H  -7.892  19.383  15.229
H  -8.579  22.341  15.402
H  -7.166  21.366  14.740
C  0.177  21.097  12.311
C  -1.204  20.690  11.834
C  -1.206  20.754  10.236
N  -2.532  20.418  9.515
C  -2.859  18.938  9.771
C  -2.501  20.693  7.984
C  -3.949  20.948  7.632
C  -4.757  21.411  8.857
C  -3.621  21.462  9.910
H  0.531  22.036  11.887
H  0.843  20.312  11.951
H  0.119  21.217  13.393
H  -1.928  21.423  12.192
H  -1.561  19.791  12.337
H  -0.489  20.080  9.767
H  -0.872  21.771  10.027
H  -2.052  18.442  9.233
H  -3.856  18.780  9.359
H  -2.840  18.739  10.843
H  -1.864  19.971  7.474
H  -1.884  21.590  8.014
H  -4.235  19.924  7.394
H  -3.923  21.554  6.726
H  -5.548  20.691  9.068
H  -5.317  22.338  8.733
H  -3.892  21.264  10.947
H  -3.088  22.413  9.889
C  -11.187  5.527  15.283
C  -10.023  6.547  15.321
C  -10.439  7.987  14.872
N  -9.235  8.961  14.717
C  -8.253  8.634  13.528
C  -9.803  10.387  14.373
C  -10.102  10.993  15.751
C  -8.950  10.535  16.723
C  -8.425  9.271  16.040
H  -12.093  5.886  15.771
H  -10.825  4.590  15.707
H  -11.450  5.249  14.262
H  -9.178  6.185  14.736
H  -9.791  6.484  16.384
H  -11.122  8.551  15.507
H  -10.874  7.891  13.877
H  -7.513  9.404  13.311
H  -8.882  8.487  12.650
H  -7.795  7.701  13.855
H  -9.060  11.010  13.876
H  -10.665  10.421  13.706
H  -10.108  12.060  15.530
H  -11.092  10.611  16.000
H  -8.295  11.378  16.942
H  -9.325  10.332  17.726
H  -7.410  9.481  15.704
H  -8.429  8.412  16.712
C  -1.090  17.521  18.258
C  -1.132  16.429  19.405
C  -2.548  15.760  19.484
N  -2.757  14.651  20.546
C  -2.260  15.112  21.942
C  -2.090  13.386  19.984
C  -3.222  12.356  19.749
C  -4.325  12.783  20.655
C  -4.281  14.336  20.649
H  -1.011  17.072  17.268
H  -0.204  18.156  18.268
H  -2.005  18.112  18.268
H  -0.731  16.881  20.313
H  -0.358  15.716  19.124
H  -2.807  15.228  18.569
H  -3.260  16.545  19.739
H  -2.419  14.322  22.676
H  -2.768  16.035  22.225
H  -1.201  15.342  21.829
H  -1.499  13.034  20.830
H  -1.384  13.624  19.189
H  -2.866  11.333  19.875
H  -3.654  12.315  18.748
H  -4.150  12.463  21.682
H  -5.233  12.315  20.274
H  -4.767  14.675  21.563
H  -4.718  14.663  19.706
N  -4.243  11.117  7.413
S  -5.228  12.083  7.946
O  -4.863  13.494  7.760
O  -6.150  11.667  9.005
F  -6.296  11.863  6.758
S  -3.335  11.088  8.862
O  -3.465  9.910  9.713
O  -3.025  12.342  9.563
F  -1.903  10.922  8.157
N  -13.295  16.249  9.626
S  -14.407  16.240  10.589
O  -14.783  17.375  11.408
O  -14.902  14.942  11.076
F  -15.463  16.545  9.364
S  -12.195  16.612  10.811
O  -12.242  15.908  12.087
O  -11.650  17.987  10.757
F  -11.028  15.746  10.056
C  -6.238  15.654  12.703
C  -5.309  15.501  13.953
O  -5.068  14.279  14.277
O  -4.788  16.481  14.482
H  -7.269  15.319  12.818
H  -6.005  15.021  11.847
H  -6.248  16.677  12.329

Atoms 1-6, force components in eV/Å:
-0.59 0.29 -0.71
2.38 0.38 -0.71
0.32 -2.02 0.10
0.10 -1.88 0.02
0.23 1.54 -0.50
-0.26 4.43 -0.90